Record 1
Below is 3 unconnected molecules or ions with the total composition C3H12NO3S at a distorted geometry, with properties calculated with ωB97M-V with the def2-TZVPD basis set.

Geometry as XYZ:
```
20
Properties=species:S:1:pos:R:3:forces:R:3:nbo_charge:R:1
C 0.697 -0.081 -0.972 2.719 -0.510 0.277 -0.0731
O 0.822 -1.360 -0.539 -0.703 -1.040 1.552 -0.5119
C 0.087 0.861 0.105 2.927 0.588 0.332 -0.1029
C -0.032 2.122 -0.680 -0.290 3.713 1.229 -0.4683
S -1.643 3.027 -0.050 1.775 -1.079 1.115 -0.0874
N 1.153 1.040 1.168 -3.564 -0.613 -0.051 -0.7839
H 1.784 0.277 -1.298 -2.115 -0.233 0.941 0.1814
H 0.112 -0.058 -1.824 -1.591 0.114 -1.857 0.1780
H -0.888 0.582 0.513 0.499 -0.702 -0.170 0.2637
H -0.042 2.054 -1.763 -0.669 -0.315 0.016 0.2305
H 0.854 2.833 -0.500 -1.316 -1.020 0.060 0.2223
H -1.400 2.678 1.332 -0.270 0.589 -2.055 0.1515
H 1.906 1.492 0.754 1.639 1.014 -0.820 0.3503
H 1.466 0.144 1.478 0.116 -0.585 0.373 0.3641
H -1.626 -3.161 0.102 1.032 -2.075 -1.294 0.4904
H -0.435 -3.336 -0.842 -1.123 -1.182 0.355 0.4576
O -1.197 -3.882 -0.497 0.082 2.680 0.563 -0.9588
H -0.014 -1.641 0.259 -0.554 -0.146 0.573 0.4615
H -0.621 -1.784 2.091 -0.292 -0.081 -1.302 0.4716
O -0.983 -1.807 1.164 1.699 0.882 0.165 -0.8366
```
Forces are in eV/Å.

Values from the calculation:
**Spin multiplicity**: 2
**Frontier orbital gap (alpha / beta)**: 0.371 / 0.196 Ha
**HOMO energy (alpha / beta)**: -9.55 / -9.50 eV
**Energy relative to the best compared isomer or geometry (same formula, charge and spin)**: 51.11 kcal/mol
**Maximum force**: 0.07627 Eh/bohr

---

Record 2
Below is 3 unconnected molecules or ions with the total composition C3H12NO4, with properties calculated with ωB97M-V with the def2-TZVPD basis set.

Geometry as XYZ:
```
20
Properties=species:S:1:pos:R:3:forces:R:3:nbo_charge:R:1
N -2.145 -0.666 -0.295 0.080 0.061 -0.014 -0.8620
C -1.255 0.513 -0.370 -0.235 -0.617 0.361 -0.0997
C -0.767 0.578 -1.828 0.369 0.501 0.077 -0.0635
O 0.461 1.247 -2.076 0.101 0.058 0.165 -0.7731
C -0.142 0.405 0.698 0.411 0.035 -0.199 -0.0669
O 0.317 -0.890 0.883 -0.333 -0.001 -0.322 -0.9500
H -1.516 -1.419 0.008 -0.161 0.084 0.022 0.3855
H -2.781 -0.509 0.478 -0.039 -0.165 0.099 0.3340
H -1.903 1.365 -0.128 0.367 0.256 -0.228 0.1573
H -0.741 -0.426 -2.246 -0.005 -0.249 0.060 0.1603
H -1.509 1.152 -2.373 -0.245 -0.067 -0.307 0.1583
H 1.194 0.682 -1.747 -0.388 -0.061 -0.062 0.4986
H 0.670 1.082 0.396 0.096 0.172 -0.129 0.1318
H -0.507 0.870 1.627 -0.311 -0.170 0.263 0.1194
H 2.597 -0.087 -0.300 0.029 -0.145 0.129 0.4666
H 1.430 -1.066 -0.389 -0.015 0.434 0.415 0.5163
O 2.171 -0.670 -0.936 0.200 -0.130 -0.420 -1.0100
H 1.223 -0.856 2.066 0.184 0.110 0.445 0.5069
H 1.328 -0.564 3.649 -0.115 -0.011 -0.089 0.4374
O 1.874 -0.743 2.881 0.011 -0.093 -0.266 -1.0472
```
Forces are in eV/Å.

Values from the calculation:
**Frontier orbital gap**: 0.313 Ha
**HOMO energy**: -4.52 eV
**Energy relative to the best compared isomer or geometry (same formula, charge and spin)**: 1.32 kcal/mol
**Maximum force**: 0.01463 Eh/bohr
**Charge**: -1

---

Record 3
Below is 3 unconnected molecules or ions with the total composition C3H12NO4 at a distorted geometry, with properties calculated with ωB97M-V with the def2-TZVPD basis set.

Geometry as XYZ:
```
20
Properties=species:S:1:pos:R:3:forces:R:3:nbo_charge:R:1
C 0.801 -0.889 1.565 1.534 0.947 0.042 -0.0626
O 1.526 -1.658 0.678 0.605 -2.358 -3.213 -0.7664
C -0.167 -0.053 0.744 0.994 4.250 0.915 -0.1038
C -1.505 -0.705 0.351 -2.026 0.917 -0.079 -0.1283
O -1.990 -0.031 -0.800 0.643 -0.437 1.247 -0.3102
N -0.583 1.195 1.502 -1.000 -1.224 0.161 -0.8702
H 1.758 -0.398 2.021 -2.815 0.679 0.361 0.2029
H 0.192 -1.441 2.307 0.781 -0.303 -0.240 0.1763
H 0.525 0.482 -0.042 -1.667 -2.099 0.683 0.2162
H -1.569 -1.749 0.154 0.780 -1.038 -0.083 0.2019
H -2.246 -0.504 1.235 1.300 -0.236 -1.292 0.1851
H -0.802 0.680 -1.651 1.281 2.487 -0.582 0.5069
H -0.023 1.939 1.097 -1.246 0.492 0.658 0.3696
H -1.643 1.280 1.699 2.851 0.472 -0.894 0.3863
H 1.692 -1.269 -0.257 -0.624 -0.393 2.262 0.5084
H 1.194 -0.662 -2.734 -1.117 -2.914 -2.109 0.4452
O 1.823 -0.153 -2.304 0.309 1.670 1.832 -0.9837
H 1.049 0.481 -2.095 1.945 0.416 0.111 0.4682
H 0.074 2.084 -1.462 -0.079 2.054 2.017 0.4849
O -0.107 1.373 -2.008 -2.448 -3.383 -1.797 -0.9266
```
Forces are in eV/Å.

Values from the calculation:
**Spin multiplicity**: 2
**Frontier orbital gap (alpha / beta)**: 0.375 / 0.240 Ha
**HOMO energy (alpha / beta)**: -9.66 / -9.62 eV
**Energy relative to the best compared isomer or geometry (same formula, charge and spin)**: 65.78 kcal/mol
**Maximum force**: 0.08840 Eh/bohr

---

Record 4
Below is 4 unconnected molecules or ions with the total composition C3H12NO4S at a distorted geometry, with properties calculated with ωB97M-V with the def2-TZVPD basis set.

Geometry as XYZ:
```
21
Properties=species:S:1:pos:R:3:forces:R:3:nbo_charge:R:1
O -2.227 -0.463 -0.026 -0.173 0.188 -0.098 -0.5658
C -1.608 0.415 0.522 0.925 -0.896 0.212 0.4556
C -0.333 1.037 -0.041 -1.729 0.627 -0.456 -0.1757
C 0.770 1.232 0.986 -0.396 -1.333 0.611 -0.5279
S 0.761 -0.143 2.242 -0.045 0.067 -0.192 -0.7359
N -0.019 0.367 -1.302 0.151 -0.089 0.421 -0.8560
H -1.917 0.804 1.495 -0.157 0.336 0.203 0.1246
H -0.809 2.012 -0.299 0.668 0.160 -0.195 0.1819
H 1.733 1.140 0.492 0.171 0.635 -0.122 0.2073
H 0.621 2.179 1.496 0.314 0.159 -0.053 0.1952
H -0.003 -0.633 -1.128 -0.171 -0.087 -0.108 0.3750
H 0.913 0.633 -1.580 0.281 0.069 -0.124 0.3577
H 2.029 -1.045 -0.146 -0.331 -0.030 0.590 0.4792
H 3.155 -1.683 0.659 -0.232 -0.181 0.830 0.4782
O 2.973 -1.209 -0.139 0.611 0.249 -1.368 -0.9658
H -1.452 -3.068 2.686 -0.414 -0.015 0.112 0.4603
H -0.161 -2.731 2.072 0.247 0.195 -0.339 0.4941
O -0.797 -3.460 2.109 0.219 -0.003 0.148 -0.9626
H -1.295 1.241 -2.620 0.507 -0.253 -0.231 0.5065
H -0.815 1.627 -4.056 0.291 -0.245 0.129 0.4573
O -1.518 1.747 -3.421 -0.739 0.446 0.029 -0.9831
```
Forces are in eV/Å.

Values from the calculation:
**Frontier orbital gap**: 0.260 Ha
**HOMO energy**: -3.56 eV
**Energy relative to the best compared isomer or geometry (same formula, charge and spin)**: 24.82 kcal/mol
**Maximum force**: 0.03684 Eh/bohr
**Charge**: -1

---

Record 5
Below is 4 unconnected molecules or ions with the total composition C3H12NO5S at a distorted geometry, with properties calculated with ωB97M-V with the def2-TZVPD basis set.

Geometry as XYZ:
```
22
Properties=species:S:1:pos:R:3:forces:R:3:nbo_charge:R:1
C 1.090 1.441 1.494 0.267 -0.270 0.198 -0.2227
C -0.175 2.096 0.929 0.219 -0.874 1.389 -0.5089
S -1.650 1.820 1.977 -0.136 0.271 0.468 -0.1173
N 1.218 0.021 1.218 -0.260 0.727 0.323 -0.6809
C 1.241 -0.414 -0.120 0.251 -0.588 -0.616 0.8680
O 1.388 0.445 -1.019 0.175 0.442 0.486 -0.8054
O 1.157 -1.664 -0.304 -0.494 -0.013 0.344 -0.8363
H 1.984 1.948 1.139 -0.047 0.073 -0.476 0.2011
H 1.140 1.571 2.579 -0.253 -0.041 0.024 0.1864
H 0.010 3.162 0.905 -0.457 0.238 -0.505 0.2141
H -0.453 1.592 0.032 0.335 0.470 -1.126 0.2479
H -1.652 0.477 1.966 0.114 0.057 -0.160 0.1320
H 0.690 -0.549 1.859 0.116 -0.378 -0.142 0.3758
H -0.911 -0.237 -2.975 0.342 -0.341 -0.329 0.4926
H -1.640 -1.100 -2.020 -0.060 -0.115 -0.129 0.4580
O -1.681 -0.818 -2.941 -0.552 0.304 0.480 -0.9558
H 1.489 -0.385 -2.740 -0.295 0.051 -0.281 0.4915
H 1.110 -1.699 -2.360 -0.370 -0.229 -0.183 0.4920
O 1.056 -1.153 -3.169 0.857 0.157 0.377 -1.0110
H -0.391 -2.396 0.660 0.382 -0.005 -0.115 0.5049
H -1.731 -2.842 0.146 -0.032 -0.061 0.173 0.4575
O -1.247 -2.745 0.974 -0.103 0.125 -0.199 -0.9837
```
Forces are in eV/Å.

Values from the calculation:
**Frontier orbital gap**: 0.317 Ha
**HOMO energy**: -5.60 eV
**Energy relative to the best compared isomer or geometry (same formula, charge and spin)**: 0.00 kcal/mol
**Maximum force**: 0.03220 Eh/bohr
**Charge**: -1

---

Record 6
Below is 2 unconnected molecules or ions with the total composition C3H12NOS at a distorted geometry, with properties calculated with ωB97M-V with the def2-TZVPD basis set.

Geometry as XYZ:
```
18
Properties=species:S:1:pos:R:3:forces:R:3:nbo_charge:R:1
C -0.687 0.451 -0.022 -2.656 0.349 -0.058 -0.2804
C -0.681 -0.449 1.175 1.866 -0.920 3.314 -0.4193
C -0.395 -1.991 0.794 -2.621 0.947 2.424 -0.5242
S 0.360 -3.078 2.171 0.192 2.318 -1.305 0.7601
N 0.741 0.644 -0.459 -0.612 2.732 -2.156 -0.7073
H -1.369 -0.140 -0.728 1.727 0.918 -0.279 0.2564
H -1.313 1.437 0.042 1.811 -1.524 0.422 0.3164
H -1.560 -0.384 1.841 0.252 0.069 -0.638 0.2891
H 0.208 -0.189 1.848 -1.205 0.155 -0.622 0.2096
H 0.298 -1.944 0.043 1.958 -0.694 -1.991 0.2226
H -1.355 -2.398 0.456 0.525 -0.564 0.145 0.2858
H 1.421 -2.145 2.310 -0.867 -1.175 0.172 0.1710
H 1.223 -0.211 -0.436 0.929 -1.440 -0.254 0.4125
H 0.665 1.020 -1.461 0.593 -0.216 1.114 0.4828
H 1.405 1.374 -0.045 -1.722 -0.804 0.155 0.4835
H -0.243 2.062 -2.732 1.628 2.881 0.735 0.4879
H 1.020 3.166 -2.636 -0.718 -0.396 -0.313 0.5222
O 0.260 2.776 -2.161 -1.081 -2.636 -0.864 -0.9688
```
Forces are in eV/Å.

Values from the calculation:
**Spin multiplicity**: 2
**Frontier orbital gap (alpha / beta)**: 0.397 / 0.234 Ha
**HOMO energy (alpha / beta)**: -19.10 / -19.10 eV
**Energy relative to the best compared isomer or geometry (same formula, charge and spin)**: 34.94 kcal/mol
**Maximum force**: 0.07609 Eh/bohr
**Charge**: +2

---

Record 7
Below is a molecular structure, C3H12NP2S at a distorted geometry, with properties calculated with ωB97M-V with the def2-TZVPD basis set.

Geometry as XYZ:
```
19
Properties=species:S:1:pos:R:3:forces:R:3:nbo_charge:R:1
C 1.956 0.051 -0.560 0.169 3.088 -0.797 -0.2555
C 0.825 -0.956 -0.439 1.295 -2.323 0.676 -0.5850
C -1.684 0.124 0.502 -0.170 -0.040 3.355 -0.9390
N 2.158 0.712 0.753 -1.860 1.484 0.100 -0.7678
P -2.977 -1.035 -0.237 -0.081 0.816 -0.712 0.3845
P -1.266 1.781 -0.307 0.991 -1.446 0.466 0.3238
S -0.139 -0.667 1.082 -0.587 -0.953 -0.599 0.3745
H 1.539 0.855 -1.206 0.674 -0.281 0.217 0.2232
H 2.987 -0.152 -0.914 -1.083 -0.942 -0.245 0.2503
H 0.096 -0.996 -1.240 0.349 0.103 -0.386 0.2633
H 1.394 -1.923 -0.390 -1.366 0.302 0.177 0.2607
H -2.032 0.283 1.643 0.167 0.210 -2.553 0.2885
H 2.784 0.205 1.377 0.216 0.685 -0.054 0.4294
H 1.008 0.547 1.165 1.602 0.094 0.212 0.3382
H 2.228 1.757 0.674 0.763 -1.475 0.381 0.4493
H -2.117 -1.982 -0.788 0.560 0.060 -0.797 -0.0276
H -3.052 -1.954 0.774 -0.261 -0.275 1.313 -0.0106
H -1.161 1.101 -1.550 -0.313 0.593 -0.238 -0.0177
H -2.547 2.249 -0.341 -1.065 0.300 -0.517 0.0175
```
Forces are in eV/Å.

Values from the calculation:
**Frontier orbital gap**: 0.366 Ha
**HOMO energy**: -13.02 eV
**Maximum force**: 0.06532 Eh/bohr
**Charge**: +1